[1]
Density functional theory data (the ωB97M-V functional and the def2-TZVPD basis) for a molecular structure, C18H16N2O5Pd.

```
42
Properties=species:S:1:pos:R:3
Pd 0.88 -0.71 -0.25
O -1.64 -3.47 1.69
C -0.86 -2.51 1.57
O -0.06 -2.37 0.58
C -0.97 -1.43 2.65
C -1.99 -0.36 2.21
C -2.47 0.45 3.42
C -1.22 1.34 3.69
C -0.27 0.85 2.58
O -1.19 0.59 1.51
C 0.25 -0.54 2.97
C 1.56 -1.04 2.34
O 2.01 -2.09 2.78
O 2.11 -0.27 1.46
H -1.34 -1.94 3.54
H -2.78 -0.74 1.55
H -2.74 -0.18 4.27
H -3.33 1.06 3.15
H -0.80 1.19 4.69
H -1.45 2.40 3.56
H 0.49 1.55 2.25
H 0.48 -0.56 4.04
C 2.95 2.82 -1.45
C 2.46 2.99 -2.79
C 1.61 2.09 -3.33
C 1.17 0.93 -2.58
N 1.69 0.80 -1.25
C 2.51 1.72 -0.75
C 0.32 -0.04 -2.98
C -0.24 -0.23 -4.31
C -1.03 -1.29 -4.58
C -1.33 -2.26 -3.57
C -0.80 -2.06 -2.32
N -0.05 -1.00 -1.99
H 3.64 3.51 -0.99
H 2.75 3.86 -3.38
H 1.21 2.24 -4.33
H 2.83 1.52 0.26
H 0.03 0.47 -5.09
H -1.41 -1.42 -5.59
H -1.97 -3.12 -3.75
H -0.98 -2.74 -1.49
```

The charge is -2. The energy is -35623.9639 eV. The energy relative to the best compared isomer or geometry (same formula, charge and spin) comes out at 0.0 kJ/mol. As for the lowest unoccupied orbital energy: 5.2 eV. Its HOMO energy is 1.3 eV.

Löwdin population analysis, charges in e, atoms 1 to 4:
1 Pd 1.045
2 O -0.017
3 C -0.610
4 O -0.147

***

[2]
Density functional theory data (the ωB97M-V functional and the def2-TZVPD basis) for a molecular structure, C18H16N4PtS2 at a distorted geometry.

```
41
Properties=species:S:1:pos:R:3
Pt -0.08 0.06 -0.11
C -0.29 2.23 2.89
C -0.14 0.78 2.96
N -0.06 -0.09 2.00
C 0.26 -1.36 2.47
C 0.30 -1.45 3.93
S 0.06 -0.01 4.62
C 0.58 -2.33 1.57
C 0.81 -3.74 1.84
S 0.95 -4.59 0.47
C 0.75 -3.06 -0.53
N 0.61 -2.00 0.21
C 0.72 -3.19 -1.99
H -0.29 2.57 1.86
H 0.55 2.70 3.43
H -1.20 2.56 3.42
H 0.50 -2.34 4.51
H 0.84 -4.22 2.82
H 0.60 -4.23 -2.30
H 1.66 -2.83 -2.42
H -0.10 -2.58 -2.40
C 2.13 0.40 -3.78
C 1.48 1.45 -4.41
C 0.42 2.07 -3.76
C 0.00 1.60 -2.54
N 0.60 0.52 -1.96
C 1.67 -0.03 -2.56
C -1.04 2.24 -1.71
C -1.85 3.28 -2.12
C -2.83 3.76 -1.26
C -3.00 3.15 -0.02
C -2.17 2.12 0.33
N -1.18 1.70 -0.48
H 3.00 -0.07 -4.23
H 1.82 1.82 -5.37
H -0.06 2.93 -4.21
H 2.17 -0.80 -2.00
H -1.73 3.72 -3.10
H -3.46 4.58 -1.56
H -3.79 3.46 0.65
H -2.30 1.58 1.26
```

The charge is +4. The energy is -49758.9439 eV. As for the lowest unoccupied orbital energy: -17.4 eV. Its HOMO energy is -20.7 eV.

Löwdin population analysis, charges in e, atoms 1 to 4:
1 Pt 1.220
2 C -0.006
3 C -0.395
4 N -0.053

***

[3]
Density functional theory data (the ωB97M-V functional and the def2-TZVPD basis) for a molecular structure, C18H17B3FNO9S at a distorted geometry.

```
50
Properties=species:S:1:pos:R:3
O 4.90 3.20 1.45
C 4.50 3.62 0.40
F 5.31 3.83 -0.63
C 3.04 3.89 0.13
B 2.42 2.55 -0.42
O 3.15 1.67 -1.20
B 3.09 0.38 -0.65
C 4.40 -0.46 -0.46
C 4.45 -1.20 0.87
C 4.67 -0.28 2.07
O 6.05 0.02 2.24
O 1.84 -0.09 -0.24
B 1.30 0.92 0.54
N 1.06 0.77 1.98
C -0.13 0.68 2.25
S -1.47 0.34 2.96
O 1.12 2.13 -0.13
H 2.97 4.71 -0.58
H 2.60 4.15 1.08
H 4.38 -1.22 -1.25
H 5.29 0.13 -0.64
H 5.27 -1.91 0.86
H 3.54 -1.76 1.07
H 4.31 -0.81 2.95
H 4.06 0.63 1.99
H 6.27 -0.24 3.13
C -2.79 -3.83 -2.10
C -2.52 -3.20 -0.96
C -1.44 -2.18 -0.87
O -1.21 -1.61 0.18
C -0.67 -1.90 -2.11
C -0.94 -2.53 -3.25
C -2.02 -3.55 -3.33
O -2.26 -4.12 -4.37
H -3.57 -4.57 -2.18
H -3.07 -3.39 -0.05
H 0.11 -1.15 -2.03
H -0.39 -2.34 -4.16
C -4.64 0.20 -0.42
C -4.86 1.51 -0.46
C -5.88 2.14 0.41
O -6.09 3.33 0.38
C -6.64 1.25 1.34
C -6.41 -0.06 1.37
C -5.39 -0.68 0.50
O -5.18 -1.88 0.54
H -3.90 -0.28 -1.05
H -4.32 2.17 -1.13
H -7.37 1.73 1.97
H -6.95 -0.72 2.04
```

The energy is -54446.4017 eV. As for the lowest unoccupied orbital energy: -1.6 eV. Its HOMO energy is -9.8 eV.

Löwdin population analysis, charges in e, atoms 1 to 4:
1 O 0.163
2 C -0.471
3 F 0.134
4 C 0.072

***

[4]
Density functional theory data (the ωB97M-V functional and the def2-TZVPD basis) for a molecular structure, C18H17BBaN12O.

```
50
Properties=species:S:1:pos:R:3
Ba -1.22 0.79 -1.00
C 3.58 -0.10 -1.99
C 2.50 0.69 -1.57
N 1.35 0.06 -1.75
N 1.65 -1.14 -2.29
C 2.98 -1.26 -2.44
B 0.58 -2.20 -2.63
N -0.13 -2.70 -1.35
C -0.18 -3.96 -0.91
C -0.91 -4.00 0.26
C -1.28 -2.66 0.47
N -0.81 -1.89 -0.50
N -0.43 -1.64 -3.66
C -0.60 -2.10 -4.91
C -1.56 -1.32 -5.54
C -1.92 -0.39 -4.56
N -1.25 -0.58 -3.43
H 4.63 0.14 -1.97
H 2.51 1.68 -1.13
H 3.40 -2.16 -2.86
H 1.14 -3.14 -3.13
H 0.31 -4.75 -1.46
H -1.14 -4.85 0.87
H -1.86 -2.24 1.28
H -0.03 -2.94 -5.26
H -1.93 -1.42 -6.54
H -2.65 0.40 -4.63
N -3.12 0.61 1.06
C -2.77 0.78 2.15
C -2.30 0.98 3.45
C -1.70 -0.11 4.12
N -1.16 -1.00 4.64
C -2.22 2.28 3.98
N -2.12 3.36 4.39
C -0.01 4.76 2.29
N 0.41 3.36 2.31
C 0.87 2.76 3.44
C 1.14 1.44 3.49
C 0.89 0.69 2.30
N 0.45 1.27 1.20
C 0.17 2.60 1.17
O -0.32 3.13 0.16
N 1.08 -0.63 2.27
H 0.33 5.22 3.21
H -1.09 4.82 2.24
H 0.42 5.26 1.43
H 0.98 3.41 4.29
H 1.49 0.97 4.39
H 1.11 -1.14 3.14
H 0.77 -1.14 1.46
```

The energy is -40246.1738 eV. The energy relative to the best compared isomer or geometry (same formula, charge and spin) comes out at 0.0 kJ/mol. As for the lowest unoccupied orbital energy: 0.0 eV. Its HOMO energy is -8.1 eV.

Löwdin population analysis, charges in e, atoms 1 to 4:
1 Ba 1.865
2 C -0.062
3 C -0.170
4 N -0.092

***

[5]
Density functional theory data (the ωB97M-V functional and the def2-TZVPD basis) for a molecular structure, C18H17BN9Rh.

```
46
Properties=species:S:1:pos:R:3
Rh 0.00 -0.33 -0.30
C -2.58 -0.33 3.10
C -2.37 -0.12 1.74
N -1.09 -0.34 1.44
N -0.45 -0.67 2.58
C -1.33 -0.66 3.60
B 1.07 -0.96 2.57
N 1.31 -2.17 1.61
C 1.94 -3.35 1.69
C 1.81 -4.02 0.49
C 1.08 -3.16 -0.31
N 0.78 -2.05 0.37
N 1.79 0.26 1.89
C 2.77 1.05 2.32
C 3.00 2.04 1.37
C 2.08 1.78 0.36
N 1.36 0.71 0.69
N 1.55 -1.12 3.98
C 2.08 -2.12 4.72
C 2.32 -1.65 5.98
C 1.90 -0.31 5.93
N 1.44 0.01 4.74
H -3.49 -0.23 3.65
H -3.07 0.15 0.97
H -1.01 -0.89 4.60
H 2.46 -3.65 2.58
H 2.19 -4.99 0.24
H 0.74 -3.27 -1.33
H 3.23 0.88 3.28
H 3.71 2.84 1.42
H 1.90 2.30 -0.57
H 2.22 -3.12 4.35
H 2.73 -2.19 6.82
H 1.92 0.44 6.71
N 0.49 0.12 -1.97
C 1.54 0.52 -2.71
C 1.38 1.63 -3.57
C 2.44 2.05 -4.34
C 3.65 1.37 -4.30
C 3.81 0.25 -3.47
C 2.78 -0.17 -2.68
H 0.44 2.15 -3.61
H 2.31 2.92 -4.98
H 4.47 1.70 -4.92
H 4.75 -0.29 -3.44
H 2.91 -1.02 -2.02
```

The charge is +1. The energy is -36031.6243 eV. As for the multiplicity: 2. As for the lowest unoccupied orbital energy (alpha / beta): -4.5 / -5.3 eV. Its HOMO energy (alpha / beta) is -11.5 / -12.0 eV.

Löwdin population analysis, charges in e, atoms 1 to 4:
1 Rh 1.191
2 C -0.026
3 C -0.103
4 N -0.122

***

[6]
Density functional theory data (the ωB97M-V functional and the def2-TZVPD basis) for a molecular structure, C18H17Br2KNOPSe4 at a distorted geometry.

```
45
Properties=species:S:1:pos:R:3
K 0.29 -0.01 0.68
C 2.16 -2.54 -1.59
C 1.23 -3.22 -0.64
C 1.39 -4.59 -0.34
C 0.56 -5.18 0.57
C -0.43 -4.41 1.20
C -1.31 -4.90 2.18
Br -1.22 -6.73 2.75
C -2.26 -4.09 2.77
C -2.35 -2.78 2.37
Br -3.66 -1.66 3.19
C -1.55 -2.16 1.39
O -1.69 -0.97 1.03
C -0.54 -3.04 0.81
N 0.29 -2.51 -0.09
H 2.76 -3.26 -2.14
H 2.84 -1.89 -1.03
H 1.63 -1.90 -2.29
H 2.16 -5.17 -0.83
H 0.65 -6.23 0.82
H -2.92 -4.48 3.53
Se 2.20 1.38 -2.54
Se 3.29 2.08 -0.64
Se 3.84 0.28 0.69
Se 2.65 0.43 2.64
C -0.61 4.69 0.15
P -0.70 2.84 0.16
C -1.44 2.59 -1.50
C -2.14 2.64 1.27
C -1.91 2.04 2.50
C -2.94 1.83 3.39
C -4.23 2.24 3.07
C -4.46 2.86 1.86
C -3.43 3.06 0.96
H -1.57 5.13 -0.09
H 0.14 4.99 -0.58
H -0.28 5.03 1.14
H -2.17 3.36 -1.75
H -1.90 1.60 -1.52
H -0.62 2.60 -2.22
H -0.90 1.73 2.76
H -2.76 1.33 4.33
H -5.04 2.06 3.76
H -5.46 3.19 1.61
H -3.63 3.53 0.01
```

The charge is -2. The energy is -449568.0339 eV. The energy relative to the best compared isomer or geometry (same formula, charge and spin) comes out at 92.9 kJ/mol. As for the lowest unoccupied orbital energy: 3.9 eV. Its HOMO energy is -0.5 eV.

Löwdin population analysis, charges in e, atoms 1 to 4:
1 K 0.388
2 C -0.045
3 C -0.315
4 C -0.021

***

[7]
Density functional theory data (the ωB97M-V functional and the def2-TZVPD basis) for a molecular structure, C18H17Cl2N3O3ReS2.

```
46
Properties=species:S:1:pos:R:3
Re -0.76 0.03 0.34
C -4.70 4.05 0.94
S -4.67 2.55 -0.07
C -3.08 2.02 0.18
S -2.74 0.46 -0.67
N -2.19 2.66 0.86
N -0.99 2.00 0.93
C 0.03 2.62 1.38
C 1.30 1.91 1.34
C 2.49 2.44 1.81
C 3.65 1.68 1.71
C 3.58 0.43 1.13
C 2.36 -0.05 0.67
N 1.25 0.68 0.77
H -5.72 4.43 0.85
H -3.99 4.77 0.56
H -4.49 3.80 1.98
H -0.06 3.64 1.74
H 2.50 3.43 2.26
H 4.59 2.07 2.08
H 4.46 -0.19 1.03
H 2.27 -1.03 0.23
C -0.63 -4.02 -1.15
C -0.19 -2.62 -1.41
O -0.51 -1.77 -0.52
C 0.56 -2.24 -2.58
C 0.83 -0.88 -2.85
C 1.55 -0.54 -3.98
C 2.01 -1.53 -4.84
C 1.75 -2.87 -4.58
C 1.02 -3.22 -3.46
H -1.27 -4.06 -0.28
H 0.25 -4.65 -0.99
H -1.16 -4.42 -2.02
H 0.46 -0.10 -2.20
H 1.74 0.50 -4.20
H 2.57 -1.26 -5.72
H 2.11 -3.63 -5.25
H 0.82 -4.27 -3.27
Cl 0.60 0.46 4.61
C -0.82 -0.62 4.44
Cl -1.99 -0.39 5.71
C -1.39 -0.28 3.07
O -2.37 0.36 2.84
O -0.58 -0.76 2.09
H -0.45 -1.64 4.47
```

The charge is +2. The energy is -78385.0149 eV. As for the multiplicity: 4. The energy relative to the best compared isomer or geometry (same formula, charge and spin) comes out at 52.6 kJ/mol. As for the lowest unoccupied orbital energy (alpha / beta): -7.9 / -8.5 eV. Its HOMO energy (alpha / beta) is -14.7 / -14.7 eV.

Löwdin population analysis, charges in e, atoms 1 to 4:
1 Re 1.489
2 C -0.332
3 S 0.965
4 C -1.022

***

[8]
Density functional theory data (the ωB97M-V functional and the def2-TZVPD basis) for a molecular structure, C18H17Cl2N3Tb at a distorted geometry.

```
41
Properties=species:S:1:pos:R:3
Tb 3.76 2.31 12.37
C 7.19 1.70 11.25
C 6.71 0.76 12.34
C 7.48 -0.43 12.55
C 7.22 -1.24 13.66
C 6.15 -0.85 14.51
C 5.30 0.11 14.06
N 5.58 0.98 13.00
C 3.95 0.22 14.67
C 3.37 -0.79 15.45
C 2.07 -0.60 15.84
C 1.39 0.58 15.57
C 1.95 1.54 14.74
N 3.18 1.27 14.23
C 1.25 2.70 14.20
C -0.10 2.95 14.50
C -0.68 4.18 14.01
C 0.07 5.02 13.21
C 1.45 4.71 12.98
C 2.33 5.73 12.36
N 1.96 3.53 13.30
H 8.15 1.25 10.88
H 7.38 2.75 11.60
H 6.46 1.75 10.43
H 8.28 -0.71 11.83
H 7.76 -2.15 13.87
H 5.83 -1.35 15.41
H 3.87 -1.73 15.50
H 1.53 -1.33 16.39
H 0.33 0.71 15.88
H -0.67 2.23 15.06
H -1.68 4.33 14.37
H -0.28 5.96 12.89
H 2.08 5.85 11.24
H 3.42 5.47 12.32
H 2.14 6.74 12.79
Cl 2.67 0.73 10.61
C 2.36 2.46 9.81
Cl 3.83 3.74 9.83
H 1.50 2.86 10.22
H 2.25 2.21 8.75
```

The charge is +3. The energy is -70865.8068 eV. As for the multiplicity: 7. The energy relative to the best compared isomer or geometry (same formula, charge and spin) comes out at 0.0 kJ/mol. As for the lowest unoccupied orbital energy (alpha / beta): -11.0 / -11.0 eV. Its HOMO energy (alpha / beta) is -18.0 / -18.0 eV.

Löwdin population analysis, charges in e, atoms 1 to 4:
1 Tb 1.587
2 C -0.009
3 C -0.293
4 C 0.051